(1)
{"formula": "C20H28N2O5S", "method": "the ωB97M-V functional and the def2-TZVPD basis", "homo_ev": -9.12, "max_force_ha_per_bohr": 0.329, "total_charge": 0, "mol_weight_g_mol": 408.52, "energy_ev": -45229.3105, "e_above_lowest_kj_mol": 1884.8, "symbols": ["C", "C", "H", "H", "O", "C", "O", "C", "C", "H", "H", "C", "N", "C", "O", "C", "C", "C", "C", "C", "C", "H", "S", "O", "O", "N", "C", "H", "C", "H", "H", "C", "H", "H", "C", "H", "H", "H", "C", "H", "H", "H", "H", "H", "C", "C", "H", "H", "H", "H", "H", "H", "H", "H", "H", "H"], "positions_angstrom": [[7.5587, 0.3234, -1.4131], [6.5848, 0.6359, -0.2753], [7.1626, 0.6340, 0.5862], [6.0965, 1.5573, -0.4456], [5.8498, -0.2815, -0.1382], [4.7699, -0.4546, -0.6512], [4.4872, 0.3906, -1.3301], [3.9030, -1.7470, -0.4838], [2.6188, -1.8096, -1.2424], [2.7364, -1.5864, -2.1991], [2.1397, -2.9877, -1.0435], [1.6891, -0.8055, -0.7747], [1.4192, -0.6266, 0.7094], [0.2063, -1.1805, 1.4208], [0.1565, -1.0970, 2.4953], [-0.8751, -1.3288, 0.6482], [-1.1137, -2.3564, -0.0939], [-2.2045, -2.7037, -0.8395], [-3.3890, -1.8501, -1.0739], [-3.0782, -0.6825, -0.1656], [-1.9223, -0.3550, 0.3962], [-1.7823, 0.3969, 1.1692], [-4.4123, 0.5135, -0.2991], [-5.5382, -0.0341, 0.3862], [-4.4916, 1.0246, -1.9523], [-3.8946, 1.8256, 0.6840], [-3.3751, 3.2606, 0.1098], [-3.6690, 2.8694, -1.0661], [-4.1225, 4.1963, 0.8604], [-3.6054, 4.7667, 1.5371], [-4.6304, 4.8193, -0.0508], [-5.2795, 3.5014, 1.3736], [-6.1863, 3.2047, 0.8348], [-5.6357, 4.1174, 2.3689], [-4.5769, 2.1991, 1.8749], [-5.3855, 1.1236, 2.0319], [-3.9902, 2.3097, 2.5549], [-2.3223, 3.1382, 0.4648], [-4.4910, -2.0533, -1.7935], [-4.5324, -1.3582, -2.4567], [-5.4377, -1.9343, -0.9704], [-4.3352, -3.1038, -2.1152], [-2.2570, -3.6401, -1.4376], [-0.2623, -3.1400, -0.0854], [2.7207, -0.7561, 1.4537], [3.4663, -1.7086, 1.1598], [4.4781, -1.5783, 1.7749], [3.0678, -2.6140, 1.4769], [2.3212, -0.8260, 2.4789], [3.1873, 0.1904, 1.3727], [0.6112, -0.8338, -1.2186], [2.0007, 0.2393, -0.9283], [4.3122, -2.6157, -0.7313], [8.2626, 1.2197, -1.5060], [6.8887, 0.3195, -2.2558], [8.1013, -0.7277, -1.1865]]}



(2)
{"formula": "C4H8", "method": "the ωB97M-V functional and the def2-TZVPD basis", "homo_ev": -8.99, "max_force_ha_per_bohr": 0.052, "total_charge": 0, "smiles": "C/C=C/C", "mol_weight_g_mol": 56.11, "energy_ev": -4276.6729, "e_above_lowest_kj_mol": 50.2, "symbols": ["C", "C", "C", "C", "H", "H", "H", "H", "H", "H", "H", "H"], "positions_angstrom": [[1.8491, 0.2299, 0.3922], [0.4342, 0.5176, -0.0968], [-0.5340, -0.3424, 0.2137], [-1.8393, -0.2843, -0.5091], [2.4882, -0.2754, -0.3536], [2.2471, 1.1814, 0.7749], [1.8737, -0.4830, 1.2219], [0.3629, 1.5243, -0.4715], [-0.3060, -1.1546, 0.8927], [-1.9324, -1.2111, -1.1601], [-2.6628, -0.3126, 0.2233], [-1.9808, 0.6102, -1.1277]]}